Here is a 3-piece molecular cluster, C10H20N6O7PS2 overall in a non-equilibrium geometry from the Open Molecules 2025 dataset. Energies are from wB97M-V/def2-TZVPD.

Net charge: -1
LUMO energy in eV: 2.26
HOMO level in hartree: -0.13832
E in a.u.: -2385.91760

Last column: Mulliken charge in e.
Atoms and positions in Å:
N (1.160, 1.286, 1.090)  -0.7546
P (0.845, 1.913, -0.511)  0.4835
O (1.770, 3.340, -0.597)  -0.5406
C (-1.030, 2.346, -0.681)  0.8777
N (-1.434, 2.999, 0.609)  -0.3159
C (-1.062, 4.156, 0.739)  0.2891
S (-1.158, 5.771, 0.870)  -0.3071
C (-1.133, 3.260, -1.960)  0.0521
O (-2.030, 4.078, -2.185)  -0.6860
O (-0.167, 3.095, -2.814)  -0.7005
N (-1.695, 1.028, -0.838)  0.0012
S (-2.996, 1.030, -1.967)  -0.2270
C (-2.043, 0.389, 0.415)  -0.1243
O (-3.389, 0.738, 0.908)  -0.2065
N (-3.449, 0.371, 2.253)  0.1111
O (-3.128, 1.269, 2.947)  -0.2313
H (0.474, 1.671, 1.756)  0.3065
H (1.112, 0.269, 1.130)  0.3358
H (2.499, 3.197, 0.038)  0.2846
H (-2.535, 0.215, -2.977)  0.1229
H (-1.290, 0.507, 1.227)  -0.0751
H (-2.090, -0.720, 0.204)  0.3068
C (3.758, 0.336, -3.714)  -1.3476
C (2.807, -0.591, -3.004)  0.7498
O (2.553, -0.472, -1.821)  -0.5437
N (2.221, -1.588, -3.733)  -0.1536
C (2.391, -1.889, -5.138)  -0.8449
H (4.137, 1.070, -3.006)  0.2688
H (4.604, -0.226, -4.118)  0.4194
H (3.240, 0.865, -4.516)  0.3626
H (1.598, -2.165, -3.190)  0.2270
H (1.417, -1.825, -5.628)  0.2757
H (2.768, -2.911, -5.232)  0.2851
H (3.082, -1.204, -5.621)  0.3160
C (-0.584, -1.373, 4.877)  -1.3795
C (-0.386, -1.935, 3.493)  0.7823
O (0.249, -1.340, 2.637)  -0.5980
N (-0.941, -3.144, 3.210)  -0.1555
C (-1.723, -3.999, 4.079)  -0.8747
H (-0.085, -0.409, 4.947)  0.2921
H (-1.648, -1.228, 5.076)  0.3703
H (-0.150, -2.043, 5.622)  0.4035
H (-0.766, -3.453, 2.265)  0.2386
H (-1.218, -4.963, 4.166)  0.2908
H (-2.704, -4.153, 3.624)  0.2862
H (-1.849, -3.568, 5.068)  0.3270